Formula: BH3OS
Source: OMol25
Level of theory: ωB97M-V/def2-TZVPD

The calculation puts the energy relative to the best compared isomer or geometry (same formula, charge and spin) at 274.0 kJ/mol. As for the frontier orbital gap: 8.522 eV. The value obtained for the energy is -500.0213 Eh. The LUMO energy comes out at 0.14 eV.

The geometry in XYZ format:
```
6
Properties=species:S:1:pos:R:3:forces:R:3:lowdin_charge:R:1
S 1.2229 -1.4875 0.9437 0.1 3.6 -1.8 0.122
O -1.4292 0.3906 -0.2240 1.5 2.3 -1.9 0.199
B -0.1930 0.3696 -0.4895 2.1 -1.5 1.2 -0.199
H 0.3223 1.1780 -1.1976 0.5 -0.5 0.2 0.054
H -2.1510 0.0035 0.1318 -2.9 -2.3 2.0 0.074
H 2.2280 -0.4543 0.8356 -1.3 -1.6 0.3 -0.250
```
Positions in Å, forces in eV/Å.

---

Formula: BH3S
Source: OMol25
Level of theory: ωB97M-V/def2-TZVPD

The calculation puts the energy relative to the best compared isomer or geometry (same formula, charge and spin) at 230.2 kJ/mol. As for the frontier orbital gap: 9.955 eV. The value obtained for the energy is -424.7316 Eh. The LUMO energy comes out at 0.32 eV.

The geometry in XYZ format:
```
5
Properties=species:S:1:pos:R:3:forces:R:3:lowdin_charge:R:1
S 1.0757 0.5335 -0.3394 0.4 0.3 -0.4 0.684
B -0.4442 -0.1540 0.0829 -2.4 1.4 -2.8 -0.556
H -1.7334 0.5114 -1.2689 2.3 -1.2 2.5 0.079
H 1.8603 -0.0154 0.5979 0.0 -0.1 0.2 -0.144
H -0.7585 -0.8754 0.9274 -0.3 -0.4 0.4 -0.063
```
Positions in Å, forces in eV/Å.

---

no.,HOMO level (eV)
1,-8.39
2,-9.64